Below is a molecular structure, C33H44AsBrKN4O6S, with properties calculated with the ωB97M-V functional and the def2-TZVPD basis.

CARTESIAN COORDINATES (ANGSTROEM)
K  -0.28605  -0.24114  0.38732
Br  1.93012  -4.11249  7.78998
C  1.43182  -2.93904  6.37532
C  0.66473  -1.80341  6.64459
C  0.29109  -0.96798  5.62841
C  0.62777  -1.18849  4.24455
O  0.22447  -0.42608  3.33044
C  1.47378  -2.34171  4.02780
C  2.04208  -2.71332  2.74935
N  1.93623  -2.12345  1.61894
C  2.64733  -2.73066  0.57737
C  4.01511  -2.67788  0.49410
C  4.70333  -3.29149  -0.57442
C  4.02706  -3.97688  -1.53890
C  2.61410  -4.06452  -1.47779
C  1.84920  -4.80291  -2.41067
C  0.49244  -4.83263  -2.28788
C  -0.10922  -4.09215  -1.24461
N  0.56156  -3.42696  -0.34758
C  1.91461  -3.41847  -0.43831
C  1.83272  -3.18520  5.08590
H  0.36860  -1.58331  7.66407
H  -0.28740  -0.09063  5.86944
H  2.64968  -3.62940  2.80145
H  4.55970  -2.13979  1.25881
H  5.78219  -3.21669  -0.61613
H  4.54903  -4.45550  -2.35834
H  2.35283  -5.33820  -3.20743
H  -0.12767  -5.38784  -2.97946
H  -1.18939  -4.03385  -1.17641
H  2.45443  -4.04734  4.86928
C  -2.38942  1.76997  6.51871
C  -2.31734  1.51986  5.01664
C  -1.11283  2.20510  4.38499
S  -1.24592  2.10610  2.58953
O  0.04616  2.59384  1.99781
C  -2.41898  3.48153  2.35959
C  -1.74971  4.83214  2.14130
C  -1.01914  5.41179  3.34020
H  -3.24227  1.25900  6.96574
H  -2.48209  2.83597  6.73425
H  -1.49150  1.41379  7.02339
H  -3.24179  1.87541  4.54986
H  -2.26050  0.45181  4.79741
H  -0.18519  1.67559  4.59406
H  -1.02973  3.24186  4.70836
H  -3.01560  3.19900  1.49337
H  -3.07429  3.49841  3.23192
H  -2.53086  5.53239  1.81791
H  -1.03957  4.74561  1.31314
H  -1.67508  5.48410  4.20998
H  -0.65698  6.41482  3.11462
H  -0.15800  4.80090  3.60145
C  0.72731  1.71413  -5.58468
C  1.12589  0.25286  -5.68073
C  0.41911  -0.70014  -4.71271
C  1.00832  -2.14651  -4.92067
C  0.01203  -3.27911  -5.11993
C  -1.06602  -0.74219  -4.99643
O  -1.55582  -0.55557  -6.09687
N  -1.82678  -1.05612  -3.91415
C  -1.38178  -1.12248  -2.56782
O  -2.19497  -1.52673  -1.74931
N  -0.14482  -0.68991  -2.26551
C  0.70220  -0.32261  -3.24542
O  1.74300  0.28237  -3.00286
H  1.31538  2.30598  -6.28805
H  0.91844  2.10846  -4.58635
H  -0.32524  1.85447  -5.83254
H  2.19638  0.15331  -5.49558
H  0.92307  -0.11447  -6.69046
H  1.66054  -2.37324  -4.07327
H  1.65481  -2.09710  -5.79993
H  -0.61749  -3.43358  -4.24457
H  0.55216  -4.20763  -5.30853
H  -0.63803  -3.09034  -5.97509
H  -2.81641  -1.20014  -4.05673
C  -2.72737  4.13760  -1.21488
As  -1.52475  2.62916  -1.33434
C  -1.77252  2.14919  -3.18517
C  0.30074  3.21065  -1.22459
O  -1.92088  1.46988  -0.22927
H  -2.52269  4.83258  -2.02952
H  -2.65395  4.65505  -0.26654
H  -3.73118  3.72326  -1.33087
H  -1.65942  3.05907  -3.77687
H  -2.76452  1.72561  -3.33588
H  -1.01929  1.43067  -3.48639
H  0.43124  4.11811  -1.81596
H  0.91143  2.40940  -1.64796
H  0.55626  3.36654  -0.17704

Output
- lowest unoccupied orbital energy (eV) = 2.1
- F_max (Eh/bohr) = 0.0247
- 2S+1 = 1
- charge = -1
- electronic energy (eV) = -211226.92430



Below is a molecular structure, C33H44Br6F21NO15, with properties calculated with the ωB97M-V functional and the def2-TZVPD basis.

CARTESIAN COORDINATES (ANGSTROEM)
C  9.72554  -3.08620  3.09025
C  8.26635  -2.64663  3.22463
O  7.53795  -3.63705  3.26788
N  7.84283  -1.31434  3.22306
C  6.54089  -0.82636  2.74085
H  10.34550  -2.19984  2.95554
H  9.82463  -3.68578  2.18538
H  9.96308  -3.50566  4.06785
H  8.34444  -0.55501  3.66113
H  6.26471  0.14440  3.15251
H  5.85757  -1.51511  3.23762
H  6.47537  -0.86285  1.65344
C  -7.61487  -9.19250  -1.27277
C  -6.37547  -9.23946  -2.07710
O  -5.41301  -8.55733  -1.22582
C  -4.14621  -8.46219  -1.49453
O  -3.76659  -8.51665  -2.67848
C  -3.27095  -8.01922  -0.29265
F  -3.91149  -6.98650  0.25784
F  -3.19497  -8.99461  0.51191
F  -2.10481  -7.61046  -0.61325
H  -7.71114  -8.20636  -0.81849
H  -7.79475  -10.02372  -0.59098
H  -8.44584  -9.12133  -1.97457
H  -6.55462  -8.72639  -3.02196
H  -6.31033  -10.32104  -2.19557
C  -2.15654  0.15831  -1.15102
C  -0.91438  -0.02803  -0.28303
O  -1.20690  -1.02401  0.66403
C  -0.38254  -1.31490  1.69135
O  0.67477  -0.70240  1.97732
C  -1.02083  -2.32620  2.73164
F  -0.17553  -3.39317  2.74891
F  -1.01448  -1.65093  3.92654
F  -2.20360  -2.66836  2.39566
H  -1.88538  0.83161  -1.96418
H  -3.00164  0.57218  -0.60090
H  -2.36509  -0.81910  -1.58609
H  -0.59998  0.86044  0.26458
H  -0.16403  -0.43598  -0.96026
C  1.78890  1.64551  -6.27774
C  2.97609  1.54965  -7.19634
O  4.07532  0.93689  -6.55070
C  5.01272  0.22163  -7.26036
O  4.85701  -0.41523  -8.32190
C  6.37352  0.19200  -6.47015
F  6.31548  0.94363  -5.43928
F  6.66498  -1.02324  -6.07869
F  7.36329  0.65168  -7.28313
H  0.82701  1.74620  -6.78045
H  1.97678  2.55007  -5.69930
H  1.64107  0.81540  -5.58696
H  3.26645  2.48472  -7.67534
H  2.77838  0.88756  -8.03933
C  5.68206  0.88834  8.19983
C  4.49392  0.16947  8.80431
O  4.71392  -1.22503  8.38816
C  3.81115  -1.82853  7.59418
O  2.67382  -1.39611  7.31044
C  4.20322  -3.29634  7.18456
F  5.50463  -3.40438  7.28727
F  3.60924  -4.14333  8.01007
F  3.78000  -3.49235  5.92601
H  6.54203  0.54006  8.77188
H  5.45472  1.94986  8.29781
H  5.70690  0.78759  7.11478
H  3.61918  0.62975  8.34490
H  4.38405  0.34221  9.87490
C  -2.47178  9.89918  -3.10276
C  -1.19701  9.44299  -2.20001
O  -1.34193  8.08350  -1.78353
C  -2.20432  7.77516  -0.72105
O  -2.90282  8.59438  -0.05587
C  -2.00873  6.41085  -0.02108
F  -1.73768  6.57383  1.31603
F  -3.15294  5.69660  -0.13072
F  -1.04683  5.69549  -0.61068
H  -2.37292  10.88890  -3.54860
H  -3.36112  9.79298  -2.48154
H  -2.51189  9.22932  -3.96170
H  -1.28591  10.13363  -1.36144
H  -0.24157  9.74498  -2.62902
C  -2.35537  -2.07493  -7.34317
C  -3.34905  -1.52173  -6.35264
O  -4.26036  -2.59316  -6.03140
C  -5.10921  -2.42300  -5.06749
O  -5.43804  -1.35671  -4.52925
C  -5.83301  -3.67919  -4.62815
F  -5.60577  -4.80442  -5.32490
F  -5.48215  -4.00397  -3.38132
F  -7.12081  -3.30096  -4.59130
H  -1.55213  -1.39189  -7.61947
H  -2.91934  -2.25298  -8.25879
H  -1.80813  -2.97545  -7.06441
H  -3.94595  -0.66064  -6.65314
H  -2.99468  -1.40636  -5.32833
C  -0.40283  3.39717  6.77551
C  0.22654  3.05102  5.40714
O  1.42961  3.80732  5.46449
C  2.05295  4.34350  4.38477
O  1.82339  4.04000  3.22840
C  3.30398  5.31526  4.72727
F  3.02970  6.25738  5.64165
F  4.38994  4.55854  4.87608
F  3.55772  6.07425  3.62885
H  0.23047  3.00573  7.57164
H  -1.36035  2.91072  6.96161
H  -0.73279  4.42278  6.94090
H  -0.54617  3.43428  4.74070
H  0.43830  2.00283  5.19600
C  -4.12267  4.56315  -7.19012
Br  -2.45383  4.92551  -8.22609
Br  -5.43107  6.05660  -7.70349
Br  -3.73279  4.66221  -5.21900
H  -4.54245  3.58443  -7.42250
C  -7.28863  -1.17998  3.65275
Br  -5.98688  -0.19391  2.61233
Br  -6.73937  -0.84009  5.48769
Br  -7.37663  -3.18774  3.18852
H  -8.20816  -0.62634  3.46289

Output
- lowest unoccupied orbital energy (eV) = -0.9
- F_max (Eh/bohr) = 0.1087
- 2S+1 = 1
- charge = 0
- electronic energy (eV) = -544454.18861



Below is a molecular structure, C33H44N4P2W, with properties calculated with the ωB97M-V functional and the def2-TZVPD basis.

CARTESIAN COORDINATES (ANGSTROEM)
W  -1.06328  0.86808  0.78002
C  0.71471  -5.14098  1.80803
C  1.78650  -4.49427  1.33635
C  2.46293  -4.85144  0.04394
C  1.51699  -5.03446  -1.16103
C  0.25733  -4.21190  -1.16399
C  -0.88350  -4.57978  -0.57580
C  -1.02547  -5.93407  0.06077
C  0.04694  -6.29763  1.12456
C  -2.64723  1.63226  -0.36137
H  0.28418  -4.92869  2.78555
H  2.34447  -3.78488  1.94460
H  3.03096  -5.79399  0.17185
H  3.20915  -4.07804  -0.18501
H  2.09161  -4.81077  -2.08552
H  1.21771  -6.09579  -1.18546
H  0.30425  -3.36013  -1.83909
H  -1.79995  -3.99695  -0.67011
H  -0.97627  -6.71799  -0.72337
H  -2.02429  -6.01297  0.51362
H  -0.45377  -6.91038  1.89954
H  0.82094  -6.90870  0.63525
H  -2.96320  2.02445  0.63512
H  -3.48616  1.11268  -0.83040
H  -2.22884  2.47097  -0.94401
P  -0.57666  0.13424  -1.37008
P  1.23934  0.87035  0.72937
N  -1.86310  -0.74930  -2.13267
N  -0.33157  1.27412  -2.72361
N  0.68824  -0.30898  2.01177
N  2.39596  1.67197  1.66366
C  0.90840  -0.88221  -1.33142
C  1.99869  -0.30540  -0.40550
C  -3.04709  -1.16900  -1.52596
C  -3.76775  -1.90516  -2.45901
C  -2.98943  -1.98788  -3.66069
C  -1.83920  -1.24660  -3.44009
C  -1.31672  2.08633  -3.30417
C  -0.76533  2.74150  -4.39596
C  0.58311  2.27672  -4.53981
C  0.81434  1.37046  -3.51954
C  -0.74812  -0.43454  2.35044
C  -0.84161  -1.64541  3.08258
C  0.41470  -2.24176  3.12292
C  1.31584  -1.44723  2.40882
C  3.40788  1.06947  2.42036
C  4.16478  2.07526  3.00885
C  3.57271  3.33225  2.63241
C  2.49095  3.05372  1.81459
H  1.27201  -0.98404  -2.36519
H  0.59288  -1.88000  -0.98939
H  2.52211  -1.10729  0.14980
H  2.76488  0.26777  -0.96214
H  -3.29254  -0.88064  -0.50638
H  -4.73123  -2.36337  -2.28771
H  -3.21971  -2.56189  -4.55214
H  -1.00165  -1.03664  -4.08123
H  -2.31823  2.15574  -2.90764
H  -1.26852  3.48717  -4.99447
H  1.29966  2.60050  -5.28276
H  1.69676  0.79524  -3.27872
H  -1.23093  0.55660  2.73228
H  -1.77228  -1.96806  3.52317
H  0.69901  -3.15604  3.62301
H  2.35311  -1.66464  2.17676
H  3.49511  -0.00430  2.46057
H  5.02183  1.91125  3.64590
H  3.91586  4.32328  2.90370
H  1.72701  3.67724  1.37226
C  -2.47143  5.96668  1.05344
C  -1.02389  5.49186  1.12218
C  -0.27877  6.16099  -0.02434
C  -0.39514  5.96141  2.42197
C  -0.85049  4.01289  1.06991
C  -0.53224  2.81132  1.12340
H  -2.49172  7.05695  1.16979
H  -3.07718  5.55129  1.85991
H  -2.91329  5.74440  0.07587
H  -0.43743  7.24467  -0.00791
H  0.79105  5.98996  0.07155
H  -0.60968  5.78803  -0.99614
H  -0.80104  5.41681  3.28045
H  0.68462  5.80457  2.37359
H  -0.56354  7.03274  2.57535

Output
- lowest unoccupied orbital energy (spin up / spin down) (eV) = -7.7 / -8.1
- F_max (Eh/bohr) = 0.0905
- 2S+1 = 3
- charge = +2
- electronic energy (eV) = -61274.70214